Entry 1:
Molecular formula: C21H39N4RhSb
Method: DFT, ωB97M-V/def2-TZVPD

## Properties
Expectation value of S²: 6.017
2S+1: 5
Kohn-Sham gap (spin up / spin down) (eV): 8.70 / 6.35
Net charge: +3
LUMO energy (spin up / spin down) (eV): -8.242 / -12.165

Element x y z (Å)
Rh (-0.450, -0.171, 0.803)
C (-0.044, -0.741, 4.408)
C (-0.950, -0.521, 3.238)
C (-1.368, 0.773, 2.873)
C (-2.411, 0.974, 1.942)
C (-2.945, 2.349, 1.685)
C (-2.983, -0.154, 1.328)
C (-2.506, -1.453, 1.574)
C (-3.140, -2.652, 0.940)
C (-1.454, -1.613, 2.503)
H (0.579, -1.627, 4.293)
H (-0.670, -0.915, 5.288)
H (0.571, 0.130, 4.630)
H (-0.963, 1.631, 3.398)
H (-2.160, 3.103, 1.721)
H (-3.665, 2.597, 2.470)
H (-3.468, 2.412, 0.733)
H (-3.818, -0.018, 0.650)
H (-2.402, -3.409, 0.678)
H (-3.720, -2.388, 0.059)
H (-3.824, -3.107, 1.661)
H (-1.114, -2.614, 2.740)
C (2.550, -1.141, 0.061)
N (3.991, -0.954, 0.048)
C (4.361, 0.343, -0.542)
N (3.798, 1.399, 0.298)
C (2.358, 1.260, 0.376)
N (1.930, -0.084, 0.915)
C (2.576, -0.264, 2.247)
N (4.017, -0.132, 2.092)
C (4.637, -1.219, 1.331)
C (4.392, 1.214, 1.625)
H (2.303, -2.125, 0.459)
H (2.175, -1.053, -0.960)
H (3.955, 0.397, -1.552)
H (5.445, 0.429, -0.589)
H (1.929, 1.374, -0.621)
H (1.949, 2.032, 1.028)
H (2.334, -1.250, 2.642)
H (2.226, 0.507, 2.931)
H (4.370, -2.194, 1.732)
H (5.716, -1.097, 1.272)
H (5.475, 1.299, 1.573)
H (4.004, 1.950, 2.328)
C (0.353, -1.724, -3.322)
C (0.161, -0.218, -3.175)
Sb (-1.343, 0.270, -1.735)
C (-3.023, -0.854, -2.406)
C (-3.355, -0.505, -3.856)
C (-1.876, 2.316, -2.067)
C (-1.384, 2.841, -3.414)
H (1.119, -1.935, -4.068)
H (-0.561, -2.215, -3.656)
H (0.657, -2.206, -2.388)
H (-0.181, 0.236, -4.106)
H (1.082, 0.299, -2.898)
H (-3.851, -0.615, -1.738)
H (-2.783, -1.910, -2.283)
H (-3.594, 0.552, -3.980)
H (-4.230, -1.073, -4.172)
H (-2.541, -0.759, -4.535)
H (-1.480, 2.903, -1.238)
H (-2.965, 2.337, -1.997)
H (-0.296, 2.835, -3.485)
H (-1.711, 3.874, -3.536)
H (-1.786, 2.273, -4.252)

=====

Entry 2:
Molecular formula: C5H9NO2
Method: DFT, ωB97M-V/def2-TZVPD

## Properties
2S+1: 1
Kohn-Sham gap (eV): 9.72
SMILES: C=C(CO)/C(C)=N/O
LUMO energy (eV): 0.616

Element x y z (Å)
C (-1.958, 0.661, 0.377)
C (-0.871, 0.135, -0.196)
C (-1.009, -1.030, -1.349)
O (-0.984, -2.303, -0.755)
C (0.540, 0.349, 0.174)
C (0.963, 1.389, 1.191)
N (1.404, -0.438, -0.431)
O (2.685, -0.335, 0.146)
H (-1.936, 1.217, 1.308)
H (-2.945, 0.496, -0.049)
H (-0.281, -0.948, -2.160)
H (-1.994, -0.881, -1.797)
H (-0.109, -2.404, -0.342)
H (0.139, 2.010, 1.536)
H (1.724, 2.040, 0.749)
H (1.396, 0.891, 2.065)
H (3.237, -0.851, -0.467)

=====

Entry 3:
Molecular formula: C15H26F6NO3P2Pm
Method: DFT, ωB97M-V/def2-TZVPD

## Properties
Expectation value of S²: 6.006
2S+1: 5
Kohn-Sham gap (spin up / spin down) (eV): 8.69 / 8.96
Net charge: +2
LUMO energy (spin up / spin down) (eV): -7.074 / -6.804

Element x y z (Å)
Pm (0.242, 0.280, 0.331)
P (-1.327, 2.524, -0.233)
C (-2.838, 1.750, -0.964)
C (-2.586, 0.537, -1.860)
N (-1.492, -0.247, -1.673)
C (-1.331, -1.330, -2.479)
C (-2.241, -1.636, -3.490)
C (-3.363, -0.849, -3.648)
C (-3.549, 0.244, -2.825)
C (-0.117, -2.240, -2.330)
P (0.689, -2.275, -0.653)
H (-4.411, 0.908, -2.923)
H (-2.062, -2.520, -4.108)
H (-4.099, -1.088, -4.414)
H (-0.394, -3.266, -2.620)
H (0.675, -1.951, -3.043)
H (-3.492, 1.463, -0.118)
H (-3.409, 2.511, -1.519)
H (-2.784, -1.672, 3.489)
O (-3.613, -1.250, 3.184)
H (-4.288, -1.925, 3.419)
H (0.836, -3.120, 3.528)
O (0.166, -3.568, 4.089)
H (0.708, -4.063, 4.724)
C (-0.184, -3.639, 0.204)
H (-0.051, -4.619, -0.272)
H (0.213, -3.686, 1.227)
H (-1.252, -3.395, 0.228)
C (2.406, -2.870, -0.896)
H (2.850, -2.879, 0.107)
H (2.498, -3.873, -1.329)
H (2.936, -2.151, -1.535)
C (-0.731, 3.698, -1.507)
H (-1.424, 4.517, -1.745)
H (0.196, 4.137, -1.112)
H (-0.511, 3.140, -2.426)
C (-1.800, 3.524, 1.215)
H (-0.858, 3.909, 1.620)
H (-2.468, 4.370, 1.016)
H (-2.271, 2.857, 1.946)
C (3.727, 0.249, 0.701)
C (2.863, 1.210, 1.515)
O (1.630, 0.696, 1.900)
C (3.512, 1.649, 2.885)
F (4.751, 2.215, 2.786)
F (2.703, 2.528, 3.528)
F (3.620, 0.537, 3.665)
C (2.605, 2.406, 0.546)
F (3.685, 2.971, -0.009)
F (1.851, 1.833, -0.602)
F (1.770, 3.368, 1.014)
H (3.844, -0.708, 1.229)
H (4.706, 0.714, 0.526)
H (3.264, 0.074, -0.288)

=====

For the records above, the corresponding energy relative to the best compared isomer or geometry (same formula, charge and spin) values read 0.0; 73.6; 8.2 kcal/mol.